(1)
The following is a DFT calculation (wB97M-V/def2-TZVPD) of a structure of composition C32H27Br6N5O10.

Geometry (Å):
1 C 0.84858 -0.48394 1.97104
2 Br -1.00425 -0.51691 1.10101
3 Br 1.17783 -2.44462 2.26488
4 Br 0.85191 0.59878 3.65886
5 H 1.51909 -0.17423 1.16942
6 C -2.35650 -3.71757 -2.80842
7 Br -2.57458 -5.14445 -1.33653
8 Br -3.93395 -2.56927 -3.08723
9 Br -1.81980 -4.55361 -4.53809
10 H -1.54551 -3.05841 -2.49874
11 C -5.94559 -2.55549 4.40673
12 C -5.24681 -2.86288 3.21004
13 C -6.06062 -3.08618 2.10148
14 C -7.45255 -2.92410 2.10509
15 C -8.07290 -2.57052 3.28437
16 C -7.34483 -2.42720 4.49653
17 N -8.20042 -3.10928 0.80724
18 O -7.63142 -3.24350 -0.22673
19 O -9.42021 -3.17216 0.90907
20 H -5.32657 -2.30127 5.25442
21 H -4.16997 -2.94177 3.18601
22 H -5.57377 -3.43427 1.20249
23 H -9.13504 -2.39633 3.19547
24 H -7.80668 -2.07528 5.40715
25 C -1.37629 1.43298 -4.25879
26 C -0.11752 0.80281 -4.27239
27 C 0.24701 -0.00360 -5.29773
28 C -0.60891 -0.02592 -6.44718
29 C -1.83091 0.60593 -6.46295
30 C -2.22760 1.41136 -5.39928
31 N -0.24983 -0.85387 -7.70315
32 O 0.63199 -1.68444 -7.55042
33 O -0.73115 -0.52115 -8.77325
34 H -1.65571 2.00696 -3.38766
35 H 0.50877 0.85848 -3.39428
36 H 1.17745 -0.55193 -5.29649
37 H -2.41232 0.51558 -7.36859
38 H -3.14283 1.96949 -5.26789
39 C 6.73155 7.13056 -0.82196
40 C 7.53757 6.23615 -1.61938
41 C 7.24399 4.88387 -1.62746
42 C 6.38106 4.36352 -0.69311
43 C 5.79678 5.22120 0.19448
44 C 5.87453 6.58668 0.14639
45 N 5.96354 2.91172 -0.65585
46 O 5.24106 2.60282 0.29684
47 O 6.40628 2.12264 -1.54320
48 H 6.81491 8.20604 -0.87477
49 H 8.11722 6.61008 -2.45039
50 H 7.76396 4.25204 -2.33231
51 H 5.18102 4.78262 0.96575
52 H 5.33212 7.17172 0.87434
53 C 7.34810 -4.74639 1.36549
54 C 8.56361 -5.03623 1.93719
55 C 9.26989 -4.09095 2.66045
56 C 8.69638 -2.78223 2.85527
57 C 7.42818 -2.55839 2.32016
58 C 6.72806 -3.56393 1.66804
59 N 9.18091 -1.81433 3.94767
60 O 10.31945 -2.06765 4.29471
61 O 8.56381 -0.84955 4.33849
62 H 6.87928 -5.53507 0.79576
63 H 9.02934 -6.01055 1.95121
64 H 10.17252 -4.31467 3.20964
65 H 6.87276 -1.63651 2.40983
66 H 5.76817 -3.41253 1.19679
67 C -7.77786 1.45326 0.70583
68 C -7.86109 2.20786 1.91768
69 C -6.72163 2.69484 2.55429
70 C -5.53794 2.60278 1.81552
71 C -5.48705 1.94112 0.59004
72 C -6.57400 1.27200 0.09569
73 N -4.29369 3.02801 2.37790
74 O -4.15724 3.05283 3.62214
75 O -3.30889 3.23630 1.66595
76 H -8.69571 0.98200 0.38667
77 H -8.84404 2.37009 2.33468
78 H -6.82995 3.22033 3.49159
79 H -4.55869 1.85216 0.04540
80 H -6.54583 0.62552 -0.76899

* multiplicity: 1
* ΔE to the lowest compared entry with this formula, charge and spin: 72.2 kcal/mol
* frontier orbital gap: 9.2 eV
* E_HOMO: -10.079 eV

Mulliken population analysis, charges in e, atoms 1 to 2: -0.426 0.053

(2)
The following is a DFT calculation (wB97M-V/def2-TZVPD) of a cluster of 3 separate species, C11H15Cl4F3N2O8P2 in total.

Geometry (Å):
1 N 0.46295 -2.96828 2.97496
2 C 0.40034 -3.19562 1.84466
3 O 0.00971 -3.37060 0.63197
4 C -0.31084 -2.14597 -0.13841
5 O 0.67217 -1.58057 -0.84012
6 P 1.21120 -0.02337 -0.15305
7 C 2.05172 1.49117 0.67805
8 O 1.23805 2.03553 1.74743
9 C 1.73307 3.05704 2.41041
10 F 3.05781 3.27463 2.25619
11 F 1.52957 2.88882 3.74289
12 F 1.12897 4.23283 2.10514
13 N 2.42271 -1.11849 0.91325
14 C 3.29908 -1.68967 0.34424
15 O 4.17855 -2.22246 -0.24563
16 C 0.22789 1.04290 -1.42239
17 O 0.23594 0.62193 -2.60455
18 O -0.31222 2.09408 -1.01054
19 O -0.04038 -0.13038 1.02018
20 C -1.01600 -0.98386 0.57753
21 P -2.36778 -1.34706 1.77998
22 O -2.25248 -0.52186 3.00569
23 H -0.99344 -2.54481 -0.89638
24 H 2.25698 -0.05104 -1.17785
25 H 2.25008 2.22358 -0.09775
26 H 3.00092 1.13390 1.05550
27 H -1.55511 -0.52285 -0.26888
28 H -2.35264 -2.71567 2.14765
29 H -3.57882 -1.03198 1.13134
30 Cl 3.64593 0.99138 -2.28861
31 C 4.91573 1.76340 -3.28839
32 C 5.40419 0.85783 -4.38936
33 Cl 6.33490 -0.53562 -3.76750
34 H 5.73280 2.06694 -2.63528
35 H 4.47499 2.65855 -3.73080
36 H 6.07206 1.40492 -5.05562
37 H 4.57332 0.46948 -4.97295
38 Cl -6.02490 -1.33947 2.69004
39 C -7.23053 -0.40119 1.77923
40 C -7.44493 -0.93750 0.38649
41 Cl -6.02868 -0.69073 -0.66050
42 H -6.90099 0.63461 1.76009
43 H -8.16460 -0.45739 2.33742
44 H -8.27962 -0.41549 -0.08027
45 H -7.66769 -2.00155 0.40452

* multiplicity: 1
* total charge: -2
* frontier orbital gap: 4.5 eV
* E_HOMO: -0.803 eV

natural (NBO) population analysis, charges in e, atoms 1 to 2: -0.456 0.565

(3)
The following is a DFT calculation (wB97M-V/def2-TZVPD) of a structure of composition C34H34N3O3RuS2Si2.

Geometry (Å):
1 Ru 0.14157 -0.87944 0.14322
2 C -3.21861 -0.12214 1.13112
3 C -2.02642 0.75337 0.88991
4 N -0.87429 0.45839 1.40982
5 N 0.05233 1.51763 1.46029
6 C 1.22921 1.07553 1.73996
7 S 1.66694 -0.61206 2.01368
8 S 2.57846 2.19023 1.80179
9 C 1.90237 3.67446 0.99185
10 C 1.27763 4.67966 1.91793
11 C 2.03682 5.72304 2.43814
12 C 1.47323 6.65695 3.29677
13 C 0.13359 6.56021 3.64212
14 C -0.63417 5.52648 3.12081
15 C -0.06912 4.59255 2.26627
16 C -2.10125 1.82267 -0.10169
17 C -2.86959 2.97698 -0.07515
18 C -2.83894 3.86143 -1.13888
19 C -2.04590 3.55244 -2.24502
20 C -1.30947 2.38798 -2.30792
21 C -1.31697 1.46915 -1.23757
22 O -0.67189 0.34255 -1.35351
23 H -3.58268 0.05311 2.14737
24 H -2.97260 -1.17854 1.04677
25 H -4.00847 0.12189 0.42474
26 H 1.20209 3.32392 0.23595
27 H 2.75800 4.10598 0.47264
28 H 3.08352 5.80316 2.16560
29 H 2.08085 7.46168 3.69257
30 H -0.31152 7.28743 4.31004
31 H -1.68293 5.44747 3.38085
32 H -0.65755 3.78099 1.85771
33 H -3.46832 3.19498 0.80271
34 H -3.41095 4.77912 -1.10968
35 H -2.00490 4.24394 -3.07911
36 H -0.69060 2.15837 -3.16577
37 C -1.35642 -2.17334 3.27969
38 Si -0.51903 -2.64508 1.64632
39 C 0.98107 -3.69414 2.14782
40 C -1.66021 -3.93999 0.86419
41 C -2.21311 -5.02491 1.55562
42 C -2.98929 -5.96462 0.89934
43 C -3.22258 -5.83715 -0.46926
44 C -2.67789 -4.76921 -1.16139
45 C -1.89386 -3.81376 -0.50242
46 Si -1.17138 -2.28553 -1.33784
47 C -0.13577 -2.89047 -2.79156
48 C -2.68530 -1.47865 -2.13643
49 H -1.17695 -2.97803 3.99986
50 H -2.43576 -2.05733 3.17912
51 H -0.93724 -1.25239 3.68649
52 H 0.63470 -4.65709 2.53724
53 H 1.56848 -3.20122 2.92339
54 H 1.63095 -3.88751 1.29180
55 H -2.03108 -5.14109 2.62038
56 H -3.41419 -6.79950 1.44514
57 H -3.83022 -6.57066 -0.98688
58 H -2.87155 -4.67555 -2.22609
59 H -0.80381 -3.45498 -3.45096
60 H 0.67577 -3.54114 -2.47184
61 H 0.28452 -2.06142 -3.36598
62 H -3.15524 -2.21494 -2.79738
63 H -2.41822 -0.60220 -2.72259
64 H -3.43040 -1.18782 -1.39369
65 O 1.72179 -2.03786 -0.77318
66 C 2.41068 -1.09473 -1.23244
67 N 2.02293 0.15728 -1.03003
68 C 2.89667 1.00145 -1.69040
69 O 2.85070 2.20954 -1.75365
70 C 3.94614 0.13447 -2.36961
71 C 5.02386 0.45316 -3.16302
72 C 5.80383 -0.60043 -3.64303
73 C 5.49852 -1.92024 -3.33078
74 C 4.40046 -2.23360 -2.52857
75 C 3.64437 -1.18235 -2.06052
76 H 5.24952 1.48468 -3.40152
77 H 6.66136 -0.39020 -4.27042
78 H 6.12272 -2.71549 -3.71884
79 H 4.15095 -3.25749 -2.28247

* multiplicity: 1
* total charge: -1
* ΔE to the lowest compared entry with this formula, charge and spin: 25.3 kcal/mol
* frontier orbital gap: 7.4 eV
* E_HOMO: -4.881 eV

Mulliken population analysis, charges in e, atoms 1 to 2: -0.521 -1.662